i | This record from the Open Molecules 2025 dataset describes one molecule with the formula C2H4F3N. The level of theory is ωB97M-V/def2-TZVPD.

```
! RIJCOSX wB97M-V def2-TZVPD def2/J DEFGRID3
* xyz 0 1
F -1.62330 0.58937 -1.29023
F -3.31238 -0.20952 0.87617
H 0.83604 0.31107 -0.81134
F -1.43091 -0.03301 2.14926
H 0.09296 1.23327 0.43382
H 0.70153 -0.44709 0.76212
N -1.96638 0.41724 0.89526
H -1.46584 -1.39232 -0.42285
C 0.32554 0.24936 0.11453
C -1.16269 -0.11159 -0.24561
*
```

Its SMILES is C[C@H](F)N(F)F. The LUMO energy is 1.0 eV. The value obtained for the HOMO-LUMO gap is 12.2 eV. For the highest occupied orbital energy, the calculation gives -11.23 eV.

ii | This record from the Open Molecules 2025 dataset describes a 2-piece molecular cluster, C2H4F3N overall. The level of theory is ωB97M-V/def2-TZVPD.

```
! RIJCOSX wB97M-V def2-TZVPD def2/J DEFGRID3
* xyz 0 1
H -1.19035 0.51023 -0.76047
C -1.14417 0.11244 0.19643
H -1.67915 -0.77228 0.42064
H 0.83831 0.41671 1.40349
F 0.50036 -1.10970 -1.55773
F 0.87338 1.99732 -0.51195
F 2.27417 -0.99966 -0.36640
C 0.29445 -0.05848 0.51299
N 0.92536 -0.96863 -0.25203
H -1.69237 0.87204 0.91502
*
```

The LUMO energy (spin up / spin down) is -1.5 / -1.5 eV. The value obtained for the HOMO-LUMO gap (spin up / spin down) is 8.4 / 8.4 eV. For the highest occupied orbital energy (spin up / spin down), the calculation gives -9.95 / -9.95 eV.

Which of them is the least stable? Correct choice: ii.

i | This record from the Open Molecules 2025 dataset describes a 2-piece molecular cluster, C7H15B overall. The level of theory is ωB97M-V/def2-TZVPD.

```
! RIJCOSX wB97M-V def2-TZVPD def2/J DEFGRID3
* xyz 0 1
H 1.51380 -1.72364 -2.31714
C 1.29656 -0.69658 -2.71655
H -3.25049 1.97379 1.71347
H -2.03751 1.11920 2.30573
H -0.94646 -1.78559 0.99264
H 2.26788 -0.49873 -3.40490
H 1.65250 -1.92580 0.66749
B -0.74308 0.01029 0.24425
H 3.10512 1.00905 -2.13353
C -2.70302 1.05121 1.51144
H 0.36399 -0.47833 -3.31065
C 1.18088 -1.31342 1.51237
C 2.26930 1.17584 -1.46312
H -0.74799 -0.78720 2.31622
H 1.36381 -1.73775 2.46040
H -3.48459 0.26904 1.63914
H 1.89029 -0.44069 1.57049
C 1.32939 0.30035 -1.61584
H 2.42752 2.02009 -0.78196
H -1.78541 1.91814 -0.02841
H -2.74504 0.55326 -0.59179
C -2.00214 0.92261 0.14385
C -0.21531 -0.93515 1.28640
*
```

The LUMO energy (spin up / spin down) is 0.5 / 0.5 eV. The value obtained for the HOMO-LUMO gap (spin up / spin down) is 7.6 / 7.6 eV. For the highest occupied orbital energy (spin up / spin down), the calculation gives -7.14 / -7.14 eV.

ii | This record from the Open Molecules 2025 dataset describes one molecule with the formula C7H15B. The level of theory is ωB97M-V/def2-TZVPD.

```
! RIJCOSX wB97M-V def2-TZVPD def2/J DEFGRID3
* xyz 0 1
H -0.37679 2.30533 -0.54777
H -1.80703 0.79491 1.64134
C 0.80538 0.77145 0.51560
H -0.31936 -0.66495 -1.76516
H 1.24573 0.90824 -1.79862
C 1.73829 0.77772 -0.78152
C -1.29363 -0.87833 -1.19084
C -0.32626 1.71293 0.39447
H 0.74651 -2.88673 0.76702
H -0.10629 2.59664 1.11342
B 1.30358 -1.90535 0.69979
H -2.05320 -1.31177 0.94604
H -2.35746 1.17943 -0.14940
C -1.21166 -0.56314 0.37253
H 2.49740 1.60045 -0.63643
C 0.24267 -0.61774 0.90352
H 2.48013 -2.21037 0.84320
H 0.14196 -0.89706 1.88370
H -2.13009 -0.31257 -1.58070
H 1.50524 0.97603 1.28148
C -1.55298 0.88818 0.56184
H -1.48320 -1.98892 -1.27130
H 2.33534 -0.18538 -0.92210
*
```

Its SMILES is B[C@@H]1[C@H](C)CC[C@@H]1C. The LUMO energy is 0.5 eV. The value obtained for the HOMO-LUMO gap is 10.3 eV. For the highest occupied orbital energy, the calculation gives -9.83 eV.

Which of them is the least stable? Correct choice: i.

i | This record from the Open Molecules 2025 dataset describes C15H13IrN4O3S2 as an isolated structure. The level of theory is ωB97M-V/def2-TZVPD.

```
! RIJCOSX wB97M-V def2-TZVPD def2/J DEFGRID3
* xyz 0 1
N -0.92497 4.07799 -3.04941
Ir -0.77937 -0.34204 -0.03456
H 3.03952 -3.12156 1.47748
H 1.66749 -3.33510 3.17531
C 3.77401 -1.61449 0.14685
H -2.71490 -1.41667 2.22707
C -0.61592 2.75951 -3.03808
H 0.63277 0.41765 -4.88169
C 0.46063 -2.14092 1.87943
C 3.48036 -0.45398 -0.56148
C -1.76144 -1.86335 2.47012
O -2.85083 3.49395 -0.38835
C -0.03477 0.14864 -2.87833
H -1.51870 4.43430 -2.31573
C 1.52297 -1.67289 0.96993
H -0.92766 4.54726 -3.93782
O -2.38387 3.36781 1.99864
O -4.50772 2.49897 1.10232
H -0.21049 -3.81836 4.73371
C -0.36844 -3.20558 3.85525
S -3.13409 2.86279 0.88544
C -0.85610 2.02316 -1.85487
H -2.45813 -2.82019 4.23860
C 0.20216 0.89206 -4.00759
H -1.30912 2.50008 -1.00654
H 0.16934 -0.91047 -2.82491
N -0.75571 -1.60854 1.63021
C 0.67795 -2.94353 2.98718
C -1.60915 -2.65523 3.59067
H 4.25801 0.03995 -1.13130
S -2.44225 0.70871 0.89371
C 1.18484 -0.55987 0.18270
H 4.77064 -2.03494 0.10638
H 1.97945 0.96463 -1.11501
N -0.57526 0.74283 -1.78883
C 2.79951 -2.22422 0.91935
N -0.07652 2.19462 -4.10731
C 2.19576 0.06705 -0.54855
*
```

The LUMO energy (spin up / spin down) is -1.6 / -1.6 eV. The value obtained for the HOMO-LUMO gap (spin up / spin down) is 7.0 / 7.0 eV. For the highest occupied orbital energy (spin up / spin down), the calculation gives -8.58 / -8.58 eV.

ii | This record from the Open Molecules 2025 dataset describes C15H13IrN4O3S2 as an isolated structure. The level of theory is ωB97M-V/def2-TZVPD.

```
! RIJCOSX wB97M-V def2-TZVPD def2/J DEFGRID3
* xyz 0 1
C 0.15128 1.39540 1.87004
H 1.21688 -0.07255 -2.24260
H -1.94494 -0.92314 3.05915
H -3.15828 -2.16184 -2.79872
C -3.87833 -1.16278 2.17490
H -0.44755 1.64873 1.00585
S 1.33345 -3.70205 0.74122
C -3.94322 -1.32119 -0.22041
H 0.54642 -0.82259 -4.51002
H -1.22216 3.59225 2.38057
C 0.25473 -0.53526 -2.41460
H -1.66907 -1.95035 -4.78458
S 2.10674 -2.40137 -0.67581
C -2.19303 -1.68299 -2.72264
C -4.60088 -1.30745 0.99786
H 2.32919 -0.85611 2.75437
H -0.63324 3.78741 3.99747
H -4.39419 -1.12628 3.12651
C 1.72354 0.84476 3.93704
C -2.55414 -1.22857 -0.26008
C 0.12705 2.17548 3.03319
N 0.92123 0.31376 1.78179
C -0.12334 -0.95641 -3.67352
O 1.99714 -4.96463 0.76419
N -0.72269 3.22699 3.16923
O 1.48363 -2.86040 1.96271
C -1.81906 -1.10564 0.91943
Ir 0.25164 -1.41672 0.69678
O -0.09460 -3.70735 0.35002
C -2.49278 -1.05097 2.13318
N -0.53187 -0.67442 -1.34818
C 1.71178 0.02674 2.82620
H -5.67853 -1.39923 1.03414
H 2.39632 0.64367 4.76041
H -4.51704 -1.36959 -1.13826
C -1.35951 -1.57072 -3.81994
C -1.76166 -1.20291 -1.49122
N 0.93466 1.90539 4.05983
*
```

The LUMO energy (spin up / spin down) is -0.9 / -0.9 eV. The value obtained for the HOMO-LUMO gap (spin up / spin down) is 6.9 / 6.9 eV. For the highest occupied orbital energy (spin up / spin down), the calculation gives -7.80 / -7.80 eV.

Which of them is the least stable? Correct choice: ii.

i | This record from the Open Molecules 2025 dataset describes a 2-piece molecular cluster, C4H6N overall. The level of theory is ωB97M-V/def2-TZVPD.

```
! RIJCOSX wB97M-V def2-TZVPD def2/J DEFGRID3
* xyz 1 1
H 0.83955 -1.04537 1.36368
H 0.55418 -0.18615 -2.08044
H 1.79821 -1.23960 -0.13058
C -2.44763 -0.05511 0.31920
C 0.00342 -0.19609 -0.51054
C 1.00744 -0.72317 0.39027
H -3.46666 0.24261 0.26708
H 1.55637 1.29217 -0.44097
H 0.52664 1.29249 0.87295
C -1.34819 -0.06303 -0.22235
N 0.97669 0.68124 0.17168
*
```

The LUMO energy is -5.0 eV. The value obtained for the HOMO-LUMO gap is 10.0 eV. For the highest occupied orbital energy, the calculation gives -15.06 eV.

ii | This record from the Open Molecules 2025 dataset describes a 2-piece molecular cluster, C4H6N overall. The level of theory is ωB97M-V/def2-TZVPD.

```
! RIJCOSX wB97M-V def2-TZVPD def2/J DEFGRID3
* xyz 1 1
H 1.38821 -1.37830 0.93382
C 1.21306 0.65331 0.26193
H -3.75022 0.11933 0.54148
H -0.15547 -0.11761 -1.44193
H 0.82960 0.83618 1.31351
H 1.68741 1.46582 -0.38544
H 1.69070 -0.96947 -1.03259
N -1.05454 0.26732 0.47366
C -0.23601 -0.02224 -0.41341
C 1.43051 -0.65807 0.01569
C -3.04325 -0.19627 -0.26673
*
```

The LUMO energy (spin up / spin down) is -6.7 / -6.8 eV. The value obtained for the HOMO-LUMO gap (spin up / spin down) is 7.6 / 7.5 eV. For the highest occupied orbital energy (spin up / spin down), the calculation gives -14.27 / -14.29 eV.

Which of them is the least stable? Correct choice: ii.